# 1
{
  "formula": "C2H8IN2",
  "method": "ωB97M-V/def2-TZVPD",
  "homo_lumo_gap_ha": 0.3477,
  "largest_force_ev_per_a": 5.29,
  "de_lowest_kcal_mol": 46.2,
  "homo_energy_ha": -0.4652,
  "total_charge": 1,
  "elements": ["C", "C", "N", "N", "I", "H", "H", "H", "H", "H", "H", "H", "H"],
  "xyz": [[-1.9423, -0.1589, -0.2431], [-0.4864, -0.1560, -0.1469], [-1.5404, 1.2151, 0.0694], [0.2755, -0.4794, 0.8958], [4.7337, -0.3537, -0.6319], [-2.3442, -0.2139, -1.2894], [-2.7547, -0.6239, 0.4888], [0.0313, 0.1232, -1.1520], [-1.4815, 1.6870, 0.9580], [-1.6013, 1.7721, -0.7401], [-0.2858, -1.2224, 1.4114], [1.2451, -0.5713, 0.9109], [6.1511, -1.0179, -0.5310]],
  "forces_ev_per_a": [[-2.8, -1.0, 1.0], [1.8, 1.6, -3.0], [0.3, -0.3, -0.6], [-4.4, -2.5, 1.5], [-0.7, 0.4, -0.1], [0.5, 0.0, 1.2], [2.3, 0.7, -1.3], [-0.9, -0.7, 2.0], [-0.3, -0.4, 0.3], [0.0, 1.3, -0.6], [1.8, 1.3, -0.1], [1.7, 0.0, -0.4], [0.7, -0.4, 0.1]]
}

---

# 2
{
  "formula": "C2H8IN2",
  "method": "ωB97M-V/def2-TZVPD",
  "homo_lumo_gap_ha": 0.3395,
  "largest_force_ev_per_a": 4.35,
  "de_lowest_kcal_mol": 26.7,
  "homo_energy_ha": -0.5061,
  "total_charge": 1,
  "elements": ["C", "C", "N", "N", "I", "H", "H", "H", "H", "H", "H", "H", "H"],
  "xyz": [[-0.7744, 0.7626, -0.8347], [0.0667, 0.9911, 0.2501], [1.7342, -1.8571, 0.4854], [-2.0377, 0.9150, -0.7499], [-0.7818, 1.8293, 2.1321], [1.0893, 1.5009, 0.0963], [-0.2965, 0.2974, -1.6103], [0.4362, -0.0546, 0.3649], [1.4801, -2.1796, -0.4363], [2.7650, -1.7481, 0.3960], [1.5506, -2.4924, 1.2020], [-2.7553, 0.5972, -1.3870], [-2.4764, 1.4383, 0.0915]],
  "forces_ev_per_a": [[-1.9, 1.0, 1.2], [3.0, 1.4, 2.8], [1.7, 2.2, -1.7], [-2.1, 1.2, 1.3], [0.5, -0.7, -1.4], [-1.8, -0.5, -0.2], [0.6, -1.1, -2.5], [0.1, -0.2, 0.9], [-0.4, -0.7, 0.2], [-1.0, 0.0, 0.5], [-0.4, -1.4, 1.0], [0.5, -0.2, -0.6], [1.3, -1.1, -1.4]]
}